A cluster of 3 separate species, C7H13N in total at a distorted geometry, computed with ωB97M-V with the def2-TZVPD basis set.

Atoms and positions in Å:
C: -0.7826 1.0097 1.7778
C: -3.6949 -0.9074 -0.3267
C: -0.1489 0.8563 0.7445
C: 2.1402 0.8423 -0.1316
C: 0.2357 0.6409 -1.7282
C: 0.6452 -1.2339 -0.0053
C: 0.7596 0.3158 -0.2430
N: -2.7964 -0.7081 0.3100
H: 2.6773 -5.0721 -1.5043
H: -1.4028 1.5776 2.3902
H: -4.7466 -0.9600 -0.7021
H: 2.7081 -5.6175 -0.9681
H: 2.7995 0.1122 -0.7263
H: 2.6191 0.7803 0.9262
H: 2.2798 1.8703 -0.6079
H: -0.0774 1.6928 -1.7589
H: 1.0113 0.5319 -2.5153
H: -0.6760 0.0991 -1.8808
H: 1.0561 -1.7062 0.8676
H: 1.0926 -1.6705 -0.9457
H: -0.4196 -1.2756 -0.0325

Atoms 1-6, force components in eV/Å:
C 1.26 0.51 -2.51
C -5.21 -0.32 -2.04
C -0.56 0.35 2.26
C 3.42 -0.12 0.18
C 0.55 0.76 1.37
C 0.59 0.92 -2.75

- E: -329.099051 a.u.
- LUMO: 0.928 eV
- Gap between HOMO and LUMO: 10.18 eV
- SMILES: C#CC(C)(C)C.[H][H].C#N
- Molecular weight: 111.188 g/mol
- Energy relative to the best compared isomer or geometry (same formula, charge and spin): 452.7 kJ/mol